No. 1
Entry from OMol25: an isolated molecule of C33H43BO8 (the ωB97M-V functional and the def2-TZVPD basis).

Properties
Highest occupied orbital energy, eV: -8.4
Energy, Eh: -1909.97938
Structure (SMILES): COB(O)[C@H]1[C@@H](COO)O[C@@H](C[C@@H](C)OCc2ccccc2)[C@]1(COc1ccccc1)C[C@@H](C)OCc1ccccc1
Gap between HOMO and LUMO, eV: 8.916

```
! wB97M-V def2-TZVPD RIJCOSX def2/J DEFGRID3
* xyz 0 1
C -0.42566 -4.94928 0.92590
O -1.36741 -3.96690 0.48764
B -0.82049 -2.99480 -0.34979
O -1.24056 -2.91888 -1.64010
C 0.27081 -1.99389 0.22395
C 1.64000 -1.78966 -0.52235
C 1.82171 -2.37496 -1.89688
O 1.02727 -1.63532 -2.80005
O 1.01665 -2.35222 -4.02726
O 1.83809 -0.38383 -0.60450
C 1.19529 0.10160 0.55880
C 1.31041 1.58873 0.80833
C 2.66184 2.18820 0.40058
C 2.45774 3.59534 -0.16109
O 3.49002 2.22698 1.55900
C 4.77695 1.65395 1.36486
C 5.60505 2.42259 0.35790
C 6.06236 3.70311 0.66424
C 6.79016 4.41022 -0.28576
C 7.06045 3.84555 -1.53006
C 6.60718 2.56926 -1.84212
C 5.87931 1.85914 -0.88966
C -0.22949 -0.56106 0.47208
C -0.87022 0.10084 -0.77103
O -2.21073 0.57385 -0.61582
C -2.33831 1.87464 -0.22489
C -1.77475 2.93896 -0.91907
C -1.97590 4.24096 -0.47398
C -2.73617 4.50556 0.66102
C -3.32167 3.44582 1.34341
C -3.12163 2.14584 0.89724
C -0.85475 -0.32525 1.84739
C -1.98071 -1.28695 2.22448
C -2.84260 -0.67262 3.36574
O -2.74012 -1.54447 1.06754
C -3.67482 -2.59966 1.23341
C -4.36789 -2.77537 -0.08897
C -5.20015 -1.74800 -0.54085
C -5.82780 -1.83749 -1.77666
C -5.62432 -2.96736 -2.55979
C -4.79988 -3.99789 -2.11690
C -4.16937 -3.90065 -0.87954
H 0.14104 -4.56575 1.77527
H -0.97787 -5.83080 1.22100
H 0.27465 -5.20636 0.13187
H -2.11033 -3.33385 -1.71934
H 0.52325 -2.36603 1.21957
H 2.40034 -2.18501 0.15814
H 2.87233 -2.24993 -2.17780
H 1.57533 -3.43514 -1.90391
H 1.70328 -1.90650 -4.54102
H 1.71678 -0.37845 1.40890
H 1.12852 1.77386 1.86188
H 0.53046 2.12587 0.26725
H 3.07866 1.54878 -0.37434
H 2.08047 3.51783 -1.17849
H 3.36728 4.18088 -0.10646
H 1.67874 4.08312 0.42272
H 4.67275 0.61287 1.05429
H 5.28238 1.70021 2.32557
H 5.83132 4.14018 1.62317
H 7.14015 5.40033 -0.03984
H 7.61714 4.39213 -2.27645
H 6.79474 2.12105 -2.80423
H 5.49925 0.87263 -1.10992
H -0.90935 -0.64499 -1.55853
H -0.24799 0.89809 -1.16115
H -1.19488 2.73128 -1.80617
H -1.52280 5.03918 -1.04358
H -2.87300 5.51696 1.01049
H -3.93573 3.60569 2.21431
H -3.56391 1.31414 1.42488
H -1.13962 0.71225 1.97985
H -0.07517 -0.51877 2.58723
H -1.56790 -2.21679 2.62391
H -2.95411 -1.35512 4.20323
H -2.42507 0.26680 3.71114
H -3.83497 -0.44462 2.98243
H -3.13219 -3.50806 1.49480
H -4.42587 -2.34769 1.98392
H -5.34341 -0.85665 0.05091
H -6.44721 -1.02270 -2.11506
H -6.09023 -3.05164 -3.53103
H -4.62342 -4.87061 -2.72729
H -3.50976 -4.67333 -0.50855
*
```

---

No. 2
Entry from OMol25: a 5-piece molecular cluster, C33H43F33N3O6S overall (the ωB97M-V functional and the def2-TZVPD basis).

Properties
Highest occupied orbital energy, eV: -12.4
Energy, Eh: -5592.46605
Gap between HOMO and LUMO, eV: 10.298

```
! wB97M-V def2-TZVPD RIJCOSX def2/J DEFGRID3
* xyz 1 1
C -1.92109 2.80215 -1.32004
C -1.65195 4.27489 -0.97865
C -2.50531 4.72746 0.19551
N -2.03602 4.14874 1.51252
C -3.07832 4.37724 2.59610
C -3.99033 3.15650 2.68776
C -3.32988 1.86312 3.11416
F -4.63738 2.96812 1.46833
C -2.56947 4.75215 4.02105
N -1.13592 4.69584 4.25379
C -0.38160 3.92722 3.28899
N 1.00507 3.96608 3.66730
C 1.85259 3.24167 3.04032
C 1.54601 2.16456 2.03397
C 3.30083 3.44999 3.37713
C -0.62802 4.51416 1.88376
S -0.21232 6.28625 1.71525
C -1.53408 7.32743 2.28825
O 0.92446 6.56581 2.52973
O -0.04424 6.51995 0.30952
H -2.11941 2.19016 -0.43453
H -1.05472 2.36978 -1.81355
H -2.76074 2.69549 -2.00014
H -2.01020 4.87154 -1.81490
H -0.59756 4.46885 -0.82457
H -3.50321 4.32884 0.02912
H -2.59610 5.80565 0.26038
H -2.02552 3.13988 1.32991
H -3.71804 5.18200 2.24426
H -4.74233 3.42103 3.43433
H -4.09709 1.11446 3.29356
H -2.69359 1.45113 2.32736
H -2.75897 1.98254 4.02983
H -3.06344 4.09206 4.73397
H -2.93162 5.74842 4.25938
H -0.69377 5.58615 4.43849
H -0.80797 2.91719 3.30848
H 0.56118 1.71986 2.15157
H 1.65520 2.58034 1.02887
H 2.29891 1.38888 2.12542
H 3.57250 4.49337 3.25098
H 3.95094 2.77756 2.82691
H 3.41844 3.21639 4.43639
H 0.02142 4.02225 1.16573
H -1.47135 7.36473 3.37304
H -1.29197 8.31287 1.90281
H -2.52800 6.99223 2.01541
C -2.35808 -0.79300 -6.56094
C -1.78721 -1.31588 -5.22943
C -2.69693 -1.28506 -3.99826
F -3.04081 -0.01734 -3.66300
F -2.02639 -1.81180 -2.94660
F -0.62178 -0.68841 -4.95551
F -1.50438 -2.63390 -5.42780
O -2.00567 0.52482 -6.95659
C -2.72700 1.62321 -6.56674
C -1.85884 2.58380 -5.74818
F -1.40913 1.96781 -4.63576
F -2.60469 3.64929 -5.36529
F -3.85222 1.29239 -5.90323
F -3.09772 2.29086 -7.68053
H -1.89908 -1.42208 -7.32129
H -3.43243 -0.96271 -6.63160
H -3.59842 -1.86234 -4.16835
H -1.00849 2.92974 -6.33787
C -2.46034 -6.27216 -2.04723
C -2.89384 -7.49583 -1.22201
C -3.53490 -8.66962 -1.96813
F -4.69056 -8.29786 -2.55421
F -3.81002 -9.64677 -1.07678
F -3.69688 -7.10005 -0.21061
F -1.75380 -7.99789 -0.66796
O -3.32879 -5.14779 -2.05495
C -4.34424 -5.01249 -2.96086
C -5.71101 -4.92207 -2.27401
F -5.96228 -6.04506 -1.58141
F -6.66411 -4.77546 -3.22270
F -4.32082 -5.96456 -3.90663
F -4.15053 -3.81854 -3.59589
H -1.56688 -5.90477 -1.54602
H -2.15234 -6.55180 -3.05444
H -2.85336 -9.06575 -2.72598
H -5.73476 -4.06589 -1.59600
C 2.24882 -1.80550 5.75641
C 1.39669 -1.05981 4.71366
C 0.39749 -1.87135 3.88444
F 1.01189 -2.78253 3.11620
F -0.26574 -1.00999 3.06255
F 2.19950 -0.35388 3.88517
F 0.63659 -0.16008 5.40593
O 3.57714 -2.13582 5.39429
C 3.88621 -3.30487 4.73650
C 4.52716 -3.00819 3.37709
F 3.67625 -2.30564 2.60366
F 4.80523 -4.17720 2.75146
F 2.81956 -4.11784 4.61823
F 4.80997 -3.95522 5.47284
H 2.37077 -1.09479 6.57234
H 1.71436 -2.65968 6.17258
H -0.33124 -2.36748 4.53048
H 5.44861 -2.43821 3.50551
C 8.02416 -1.89609 -1.65248
C 7.73227 -2.39607 -3.07845
C 6.93018 -1.47726 -4.00495
F 5.68904 -1.25877 -3.52258
F 6.81104 -2.07498 -5.21069
F 7.15347 -3.61332 -3.02564
F 8.94577 -2.54252 -3.68156
O 7.20114 -2.38483 -0.60345
C 6.02773 -1.77833 -0.24698
C 4.83556 -2.72607 -0.41354
F 4.70782 -3.10088 -1.69993
F 3.70488 -2.07879 -0.04491
F 5.83176 -0.61104 -0.88915
F 6.11109 -1.48902 1.08009
H 9.00801 -2.29752 -1.41730
H 8.12015 -0.81083 -1.61832
H 7.44158 -0.51970 -4.13686
H 4.96775 -3.61395 0.20688
*
```

---

No. 3
Entry from OMol25: C33H43N3O4P2TeTm as an isolated structure (the ωB97M-V functional and the def2-TZVPD basis).

Properties
Highest occupied orbital energy (spin up / spin down), eV: -8.1 / -8.1
Energy, Eh: -3784.34402
Energy above the lowest of the compared OMol25 structures with the same formula, charge and spin, kJ/mol: 167.6
Gap between HOMO and LUMO (spin up / spin down), eV: 4.932 / 4.936

```
! wB97M-V def2-TZVPD RIJCOSX def2/J DEFGRID3
* xyz 1 3
Tm 0.83245 0.89265 0.71779
C 0.83023 -6.28982 -0.68015
O 2.18978 -5.82253 -0.41416
C 2.36086 -4.46852 -0.25241
C 3.72857 -4.21825 0.05574
C 4.11790 -2.95445 0.33800
C 3.21530 -1.82648 0.35466
C 3.66491 -0.52757 0.73119
C 5.11625 -0.27385 0.90763
O 2.91178 0.55658 0.92872
C 1.80927 -2.12317 0.07632
O 0.89732 -1.15970 0.24160
C 1.41457 -3.41608 -0.36135
H 0.94361 -7.38267 -0.62205
H 0.49381 -5.97838 -1.70606
H 0.10833 -5.93891 0.08138
H 4.42485 -5.05908 0.17275
H 5.12616 -2.77658 0.62319
H 5.48988 -0.68322 1.87391
H 5.30973 0.79539 0.98250
H 5.74362 -0.76211 0.10429
H 0.38662 -3.58545 -0.54461
C 2.89010 3.81381 -1.11412
P 1.61701 2.54425 -1.45918
C 2.40756 1.83179 -3.00123
C 0.20759 3.44436 -2.13902
C 0.47704 4.36691 -3.16381
C -0.58166 5.05308 -3.80092
C -1.90710 4.87724 -3.35880
C -2.13754 4.06586 -2.26198
C -1.13434 3.35584 -1.64164
P -1.37714 2.53793 -0.05162
C -3.21626 2.54385 0.09060
C -1.04644 3.89040 1.17836
H 3.76439 3.73386 -1.78182
H 3.25377 3.64663 -0.07875
H 2.39939 4.81492 -1.14522
H 2.35911 2.47825 -3.85703
H 1.83994 0.89125 -3.23624
H 3.46666 1.51169 -2.83037
H 1.50097 4.49037 -3.51740
H -0.34523 5.71145 -4.61604
H -2.70632 5.37510 -3.88930
H -3.10003 3.97308 -1.79507
H -3.71823 1.94096 -0.69789
H -3.62090 3.55828 0.06465
H -3.46539 2.03508 1.07108
H -1.70425 4.72194 1.01382
H 0.03092 4.18367 1.10303
H -1.20522 3.47960 2.17718
C -0.94929 0.04752 5.25736
N -0.03961 1.14904 4.88260
C 0.51863 1.99433 5.83251
C 1.43117 2.91054 5.41626
C 1.89639 2.86232 4.05486
N 1.23460 2.15997 3.11663
C 0.32554 1.24114 3.54199
O -0.27544 0.46628 2.64581
N 3.04764 3.45210 3.75098
H -1.72764 0.06997 4.47548
H -1.38421 0.20163 6.26653
H -0.35916 -0.89979 5.21933
H 0.14834 1.80700 6.79718
H 1.93968 3.59941 6.14030
H 3.54812 3.96430 4.44285
H 3.35180 3.54802 2.79053
C -4.86651 -5.59330 -1.69307
C -4.12000 -4.31203 -1.70180
C -3.80667 -3.71448 -2.89902
C -3.02501 -2.56858 -2.88493
C -2.62376 -1.83559 -4.18299
C -2.64333 -1.94025 -1.70509
Te -1.46508 0.00455 -1.74790
C -2.86500 -2.57802 -0.47247
C -2.39703 -1.86411 0.78162
C -3.61013 -3.77140 -0.49326
H -4.34626 -6.27319 -1.01474
H -4.98416 -6.08550 -2.67453
H -5.86769 -5.51171 -1.22312
H -4.12227 -4.17448 -3.83790
H -2.92583 -2.40335 -5.06028
H -1.52533 -1.82957 -4.26534
H -2.98781 -0.82517 -4.20086
H -1.34433 -1.59670 0.70584
H -2.62458 -2.41685 1.71565
H -2.93366 -0.91459 0.90460
H -3.68627 -4.23873 0.44819
*
```